{
  "formula": "C2H8N2S2",
  "method": "ωB97M-V/def2-TZVPD",
  "smiles": "[H]/N=C\\N.CSS",
  "e_lumo_ev": 0.06,
  "e_tot_ha": -986.8533,
  "total_charge": 0,
  "de_lowest_ev": 0.797,
  "symbols": ["H", "N", "C", "N", "H", "H", "H", "C", "S", "S", "H", "H", "H", "H"],
  "coordinates": [[1.83, -0.80, -3.23], [2.11, -0.16, -2.49], [1.07, 0.29, -1.91], [-0.17, -0.28, -1.92], [1.13, 1.21, -1.33], [-0.41, -0.90, -2.68], [-1.01, 0.21, -1.62], [-0.19, -0.81, 2.33], [-1.60, -0.12, 1.48], [-1.64, 1.79, 2.51], [0.39, -0.05, 2.87], [-0.30, -1.57, 3.11], [0.47, -1.23, 1.57], [-1.68, 2.43, 1.31]],
  "nbo_charge": [0.316, -0.703, 0.285, -0.827, 0.160, 0.376, 0.391, -0.782, 0.096, -0.146, 0.242, 0.224, 0.233, 0.136]
}